Here is a cluster of 8 separate species, C21H56ClO25S7 in total at a distorted geometry from OMol25. Energies are from ωB97M-V/def2-TZVPD.

Calculated values
HOMO-LUMO gap in eV: 9.894
Energy above the lowest of the compared OMol25 structures with the same formula, charge and spin in kJ/mol: 0.0
HOMO level in eV: -8.04
Net charge: -1
Molecular weight in g mol⁻¹: 968.58
2S+1: 1
Lowest unoccupied orbital energy in eV: 1.85

Structure (XYZ):
```
110
Properties=species:S:1:pos:R:3:forces:R:3:lowdin_charge:R:1
Cl -1.1747 -0.6618 -0.4784 -0.5009 0.3971 -0.2541 0.6494
O -1.7425 -0.2750 0.7964 0.2713 -0.1070 -0.0052 -0.3542
O -2.2436 -1.0258 -1.3792 0.2597 -0.0916 0.1108 -0.3472
O -0.4319 0.4514 -1.0462 -0.0147 -0.1865 0.0961 -0.3675
O -0.2792 -1.7892 -0.3000 0.0858 -0.0220 0.0699 -0.3717
O 3.8659 -3.8799 0.9895 0.4836 0.0397 -0.0732 -0.2814
S 2.8090 -4.7245 0.5249 -0.4828 0.7616 0.0629 0.5517
O 2.9984 -6.1130 0.3134 0.2978 -0.6621 -0.0970 -0.2641
O 1.6182 -4.6127 1.5493 -0.1478 -0.0077 0.1443 -0.2444
C 1.3911 -3.3235 2.1820 0.0062 0.1385 0.1844 -0.2271
C 0.2144 -3.4925 3.1041 -0.0559 -0.2534 -0.1874 -0.0559
C 2.0754 -4.0136 -0.9040 -0.2882 -0.1448 0.1959 -0.1308
H 1.1767 -2.5675 1.4228 0.0498 -0.0784 -0.0035 0.0922
H 2.2845 -3.0440 2.7370 0.0982 -0.0547 -0.0941 0.1196
H -0.7252 -3.5295 2.5494 0.4443 -0.1445 -0.0719 0.0680
H 0.1472 -2.6448 3.7863 0.4869 -0.5992 -0.0774 0.0621
H 0.3049 -4.4213 3.6663 0.0770 0.0375 0.1285 0.0993
H 1.1680 -4.5930 -1.0660 0.0092 0.0125 -0.1931 0.0859
H 2.7572 -4.0767 -1.7441 0.1018 0.0494 0.0242 0.0584
H 1.8025 -2.9856 -0.6808 0.0616 0.0575 -0.1470 0.0319
O 2.8385 -1.7965 -2.9457 0.6367 0.4996 0.2015 -0.2853
S 2.0339 -1.4304 -4.0688 -1.2860 -1.6663 -0.2826 0.5737
O 1.9754 -0.1230 -4.6062 0.3824 0.7301 -0.1613 -0.2484
O 2.3905 -2.4126 -5.2820 0.3773 0.1104 0.0913 -0.2608
C 3.1355 -3.6110 -4.9519 -0.0464 -0.1964 -0.3660 -0.2591
C 3.2785 -4.4303 -6.2173 0.8530 0.5092 -0.3230 -0.0665
C 0.3932 -1.9971 -3.7589 0.1258 0.2170 0.2994 -0.0927
H 2.6109 -4.1909 -4.1897 0.0379 0.1920 0.1304 0.1115
H 4.1075 -3.2875 -4.5884 0.0189 -0.1809 0.1526 0.1187
H 3.6114 -3.7669 -7.0217 -0.3363 0.0182 -0.0371 0.0833
H 2.3861 -4.9662 -6.5236 -0.0871 0.0276 0.0839 0.0777
H 4.1257 -5.1121 -6.1154 -0.2780 -0.2841 0.2472 0.0798
H 0.4589 -2.8680 -3.1113 -0.0748 0.0554 0.0871 0.0640
H -0.0619 -2.2718 -4.7037 -0.1390 0.2526 -0.0612 0.0796
H -0.1125 -1.1760 -3.2520 -0.2598 -0.1747 0.0424 0.0529
O -3.7332 2.8685 -2.8534 0.0908 -0.2088 -0.4705 -0.2776
S -3.6789 4.0196 -2.0115 0.5298 -0.0487 0.7307 0.5673
O -4.1910 5.2702 -2.4485 -0.1321 0.3503 -0.1469 -0.2650
O -4.4537 3.7034 -0.6655 -0.3359 0.0938 0.0116 -0.2517
C -4.1999 2.4322 -0.0307 0.0225 -0.6982 0.3139 -0.2548
C -5.0928 1.3293 -0.5487 -0.2774 -0.1608 -0.4034 -0.0561
C -2.0517 4.1896 -1.3237 0.4294 -0.1254 -0.5341 -0.1121
H -4.3650 2.5782 1.0322 -0.0499 0.2843 -0.0376 0.1032
H -3.1518 2.1386 -0.1140 0.0044 0.1677 -0.2142 0.0956
H -4.6675 0.3622 -0.2953 0.1110 -0.0942 0.2025 0.0560
H -5.1521 1.3437 -1.6364 0.0469 0.0983 0.0288 0.0700
H -6.1084 1.3800 -0.1506 0.0520 0.1211 0.0410 0.0782
H -2.1846 4.6798 -0.3668 0.2332 -0.0817 0.1205 0.0716
H -1.3479 4.7320 -1.9542 -0.4699 0.3027 -0.2515 0.0668
H -1.6142 3.1946 -1.2515 -0.1968 -0.0557 0.4936 0.0518
O -2.7583 2.2024 2.7387 -0.3700 -0.0544 0.1708 -0.2786
S -1.4515 2.7766 2.7798 0.3624 -0.3762 0.0720 0.5601
O -0.8373 3.2475 1.5884 0.1015 0.1600 -0.1834 -0.2492
O -1.4641 4.0300 3.7566 -0.0404 0.0072 0.0988 -0.2444
C -1.9795 3.8104 5.0822 -0.3146 -0.2006 0.2477 -0.2876
C -2.7938 5.0068 5.4814 0.0551 0.7686 -0.1038 -0.0695
C -0.3907 1.6469 3.6439 -0.1555 0.8298 -0.5145 -0.1154
H -1.1338 3.6188 5.7463 0.0079 0.1526 0.0138 0.1222
H -2.6355 2.9355 5.1087 0.1426 -0.0514 -0.2263 0.1141
H -3.1776 4.9072 6.4966 -0.0414 -0.1084 -0.0316 0.0803
H -3.6189 5.1565 4.7847 -0.1106 -0.2289 0.0893 0.0863
H -2.2155 5.9329 5.4323 0.1644 -0.1394 0.0936 0.0813
H -0.2261 0.8410 2.9333 0.0349 -0.2010 0.2228 0.0592
H -0.9246 1.3774 4.5487 0.1256 -0.3682 0.0113 0.0601
H 0.5304 2.1853 3.8499 0.1312 -0.1700 -0.0070 0.0737
O -4.4147 -4.5374 2.5965 0.1441 -0.3108 -0.1492 -0.2782
S -4.9741 -3.2379 2.7922 0.0469 0.1617 -0.1435 0.5603
O -6.2854 -3.1094 3.3281 -0.3256 0.1649 0.1997 -0.2757
O -4.0269 -2.4206 3.7609 0.0449 0.0398 0.0949 -0.2476
C -2.6097 -2.5896 3.5286 0.2915 -0.0022 0.0814 -0.2801
C -1.8952 -1.3458 4.0038 -0.1278 -0.1813 -0.0246 -0.0689
C -4.8592 -2.2852 1.2962 0.3064 -0.3310 0.3406 -0.1050
H -2.4000 -2.7299 2.4655 -0.3493 0.0894 0.0055 0.0965
H -2.2858 -3.4926 4.0474 -0.1158 0.0417 0.0219 0.1201
H -1.9890 -1.2327 5.0847 -0.2300 0.2160 -0.0290 0.0942
H -2.2962 -0.5042 3.4431 0.0564 0.2277 0.2371 0.0670
H -0.8308 -1.4512 3.7887 -0.5951 0.5433 -0.0632 0.0441
H -5.8350 -2.3485 0.8274 0.0372 0.1032 -0.1680 0.0740
H -4.0650 -2.7041 0.6833 -0.1028 0.0342 -0.1480 0.0711
H -4.5878 -1.2778 1.5928 -0.2043 0.1968 -0.1445 0.0661
O -0.9300 4.7163 -4.7572 -0.0354 0.1449 0.1869 -0.2658
S -0.0149 3.6250 -4.7157 0.1920 -0.3991 0.4354 0.5551
O 0.8891 3.4137 -5.8025 -0.0350 -0.1695 -0.3399 -0.2784
O 0.8439 3.7963 -3.3991 -0.1518 0.5341 0.0668 -0.2791
C 1.9118 2.8456 -3.1084 -0.4174 0.5744 -0.2867 -0.2358
C 2.5485 3.3758 -1.8551 0.6373 -0.7667 0.2950 -0.0567
C -0.8662 2.1395 -4.2957 0.3858 -0.7429 -0.0161 -0.1131
H 2.5660 2.8103 -3.9779 0.0780 -0.0720 0.0675 0.1196
H 1.4299 1.8799 -2.9592 0.2849 -0.1441 0.0872 0.0913
H 1.8691 3.2044 -1.0200 0.0390 0.3870 0.1077 0.0839
H 2.8711 4.4112 -1.9264 -0.3874 0.1486 -0.1130 0.0873
H 3.4680 2.8236 -1.6334 -0.1480 -0.1488 -0.0209 0.0715
H -1.7493 2.0134 -4.9122 -0.0887 0.1157 0.0667 0.0818
H -1.0828 2.1150 -3.2305 -0.4168 0.3743 -0.0688 0.0504
H -0.1758 1.3051 -4.4370 0.0111 0.0977 -0.3745 0.0481
O 2.4432 1.2229 2.1985 -0.4073 0.0550 0.5164 -0.2626
S 3.4581 0.9437 1.2464 -0.0228 -0.4684 -0.4470 0.5578
O 4.3446 1.9747 0.8147 0.2430 0.4456 -0.1574 -0.2755
O 4.3246 -0.2211 1.8836 -0.0190 -0.0817 -0.1974 -0.2456
C 5.4953 -0.6166 1.1355 0.8722 -0.2831 0.0708 -0.2624
C 6.7440 -0.0783 1.8011 -0.0440 0.6553 0.5613 -0.0707
C 2.7518 0.1562 -0.1730 0.6068 -0.0854 0.1026 -0.1051
H 5.4765 -0.2717 0.1013 -0.3193 0.1414 0.0655 0.1111
H 5.5018 -1.7015 1.1104 -0.2221 -0.1497 0.0973 0.1098
H 6.8417 -0.3917 2.8431 -0.1159 -0.3371 -0.1252 0.0793
H 6.6868 1.0125 1.8584 0.0324 -0.0450 -0.2663 0.0744
H 7.6564 -0.3498 1.2715 -0.0975 -0.1131 -0.1248 0.0785
H 2.4916 -0.8648 0.0912 -0.4140 0.0956 0.1293 0.0596
H 3.5344 0.0898 -0.9255 -0.1166 0.1808 -0.1670 0.0649
H 1.9073 0.7530 -0.5052 -0.1188 -0.1534 -0.0178 0.0504
```
Forces are in eV/Å.


Here is a cluster of 6 separate species, C21H56N4O6 in total at a distorted geometry from OMol25. Energies are from ωB97M-V/def2-TZVPD.

Calculated values
HOMO-LUMO gap in eV: 7.940
Energy above the lowest of the compared OMol25 structures with the same formula, charge and spin in kJ/mol: 255.6
HOMO level in eV: -8.25
Molecular weight in g mol⁻¹: 460.70
2S+1: 1
Lowest unoccupied orbital energy in eV: -0.31

Structure (XYZ):
```
87
Properties=species:S:1:pos:R:3:forces:R:3:lowdin_charge:R:1
O 8.9698 16.8684 -8.8769 -1.3321 1.4412 -0.1246 0.1915
H 9.1166 17.2519 -9.7619 -0.1275 -0.0909 0.0159 0.1321
H 8.0624 16.5205 -8.8207 0.0269 0.1714 -0.1190 0.1615
H 9.5801 16.0046 -8.8059 1.9685 -3.4363 0.0347 0.0310
O 10.3503 14.7618 -8.8631 -0.8408 2.5752 0.0229 -0.3315
H 11.1423 15.3191 -8.8692 0.3776 -0.5102 0.0284 -0.0671
C 8.9766 15.3053 -4.8814 -1.1263 1.0247 0.4076 -0.0637
C 10.4318 15.6862 -5.1393 0.2145 -1.3996 -0.1756 -0.4344
C 11.1981 15.5985 -3.8353 -0.2358 -0.9951 1.5898 -0.2120
O 10.7772 16.5051 -2.8145 0.1920 0.1721 0.3392 -0.1670
C 10.8967 17.8384 -3.2147 -0.8966 0.9495 -1.6621 -0.1372
N 10.8916 14.5863 -5.9994 0.5206 0.2938 0.6561 0.0476
H 8.9035 14.3569 -4.3501 0.4067 0.0014 0.0554 0.0831
H 8.3665 15.1483 -5.7739 0.4247 0.1420 -0.3544 0.0669
H 8.4117 16.0331 -4.2888 0.1948 0.1328 0.1056 0.0730
H 10.6499 16.6946 -5.5063 -0.6332 0.0175 -0.5660 0.1057
H 12.2940 15.5838 -3.8547 0.1115 0.5799 -0.7973 0.1265
H 10.9840 14.6122 -3.4121 -0.1774 -0.0108 0.0204 0.1277
H 11.7925 18.0326 -3.8142 0.2620 -0.0956 0.2408 0.0720
H 10.7725 18.6504 -2.4969 0.4496 -0.8338 0.9944 0.0895
H 10.0579 18.0910 -3.8816 0.0386 -0.1281 -0.2978 0.0802
H 11.8417 14.3154 -5.7874 0.1170 0.0787 -0.4837 0.0635
H 10.6802 14.6735 -6.9936 0.1508 -0.0440 0.0799 0.0166
C 13.1039 15.7061 -12.2078 0.7857 1.2147 -0.0237 -0.0723
C 11.8106 15.1297 -12.7184 -0.2595 0.7287 0.4877 -0.4124
C 11.8914 13.6125 -12.6170 0.0191 -0.1888 -0.0817 -0.2069
O 10.6304 13.0005 -12.7701 -0.0202 0.0843 -0.2189 -0.1981
C 10.7205 11.6425 -13.1461 -0.0281 -0.0418 0.6310 -0.1029
N 10.6521 15.6917 -11.9661 0.2151 -0.9875 -0.0644 0.0487
H 13.2329 15.5769 -11.1311 -0.1171 -0.3167 0.0030 0.0673
H 13.1448 16.7882 -12.3641 -0.3461 0.0632 0.0450 0.0693
H 14.0271 15.3863 -12.6956 -0.2289 -0.5820 -0.1078 0.0839
H 11.5854 15.5039 -13.7196 0.4981 -0.6140 -0.3550 0.1365
H 12.2660 13.3003 -11.6355 0.3023 0.2343 0.0509 0.1210
H 12.5859 13.2633 -13.3903 0.0622 -0.1179 -0.0072 0.1285
H 9.7083 11.2514 -13.0579 -0.0394 -0.0027 -0.8155 0.0918
H 11.2767 10.9933 -12.4580 0.3412 0.4693 0.3420 0.0831
H 11.2363 11.5727 -14.1063 -0.5127 -0.2673 -0.3052 0.0884
H 10.0504 14.8751 -12.0792 -0.9208 0.5304 0.3523 0.0584
H 10.8608 15.6661 -10.9720 0.1385 -0.2834 0.1124 0.0078
C 13.8667 12.8602 -8.4216 0.5528 -1.0969 0.0636 -0.0417
C 12.9046 11.7738 -8.9702 -0.9658 -0.1177 1.3651 -0.3990
C 13.2032 10.3818 -8.4001 0.7226 -0.6045 0.4437 -0.2052
O 14.6029 10.1022 -8.4349 -0.0721 -0.0402 -1.1610 -0.1923
C 14.9057 8.7492 -8.2148 0.9338 -0.1159 1.5018 -0.1322
N 11.5259 12.0567 -8.5614 -0.4564 -0.0012 -0.1611 0.0327
H 14.9100 12.6959 -8.7012 -0.0911 0.1886 -0.5643 0.0690
H 13.9435 12.7432 -7.3366 -0.4963 0.0402 0.1118 0.0777
H 13.5450 13.8796 -8.6260 -0.0727 -0.0672 -0.2742 0.0469
H 12.8153 11.6442 -10.0493 0.8273 0.4915 -0.1873 0.1134
H 12.6626 9.5673 -8.8925 -0.0936 0.2980 -0.5821 0.1188
H 12.8712 10.2586 -7.3604 -0.0361 0.5826 0.2357 0.1228
H 14.3149 7.9890 -8.7284 -0.4448 0.3487 -0.0889 0.0860
H 14.9069 8.6027 -7.1266 -0.6908 -0.4830 0.0697 0.0864
H 15.9530 8.5050 -8.4093 0.0375 0.6022 -0.6817 0.0820
H 11.2649 13.0392 -8.6301 -0.0742 -0.1624 -0.2531 0.0100
H 11.2718 11.7469 -7.6328 0.3563 -0.0149 0.1041 0.0615
C 12.8083 20.0147 -6.0619 -0.9162 -0.0665 0.5061 -0.0330
C 13.7439 19.4328 -7.1187 0.9341 -0.0312 0.6741 -0.4789
C 13.8635 17.8785 -7.0684 -0.4171 0.0381 0.5058 -0.1111
C 12.8184 17.1647 -7.8928 -0.2521 -0.4971 0.2987 -0.1903
C 12.5771 17.7592 -9.2676 0.6541 -0.1227 1.2036 -0.1466
C 12.2897 19.2579 -9.2833 -0.0518 -0.8080 -0.3494 -0.4969
N 13.3156 19.8704 -8.4414 0.5012 -0.6160 -1.0148 -0.1145
O 13.3071 21.2727 -8.5737 -0.0169 0.0868 0.1995 -0.0089
C 12.5275 19.7006 -10.7460 -0.7594 0.4677 -0.4324 -0.0282
C 10.8256 19.5121 -8.8875 0.6494 0.9423 0.8286 -0.0168
C 15.1838 19.9746 -6.8509 -0.2284 0.3119 -0.3901 -0.0359
H 11.7896 19.6299 -6.1647 0.0474 -0.2257 -0.1298 0.0667
H 12.6918 21.0940 -6.1664 0.3123 0.0219 -0.1467 0.0832
H 13.0666 19.8206 -5.0190 0.4394 -0.1167 -0.1102 0.0786
H 14.8691 17.5112 -7.2840 0.0570 0.4488 -0.6641 0.1173
H 13.7505 17.5078 -6.0446 -0.1521 0.4816 0.2305 0.1157
H 11.8815 17.0453 -7.3379 -0.0988 0.4682 0.0573 0.0898
H 13.1084 16.1169 -8.0159 0.2165 -0.0099 -0.0933 0.0980
H 11.7292 17.1649 -9.6092 0.2328 0.3126 -1.1014 0.0859
H 13.5254 17.6609 -9.8001 -0.3448 -0.5276 -0.5418 0.1264
H 13.5697 19.9037 -10.9903 0.0866 -0.1737 0.2706 0.0877
H 12.1606 18.9586 -11.4597 0.0996 -0.3549 0.2472 0.0743
H 11.9507 20.5817 -11.0387 0.1334 0.2627 0.4024 0.0807
H 10.5999 19.1619 -7.8789 0.0449 -0.3577 -0.0998 0.0681
H 10.7280 20.5976 -8.8113 -0.4458 0.0138 -0.3341 0.0901
H 10.1092 19.0807 -9.5836 0.1070 0.2494 -0.2314 0.0662
H 15.5908 19.5878 -5.9166 -0.2360 0.0514 0.1364 0.0850
H 15.1973 21.0655 -6.8309 -0.1434 0.0074 0.3042 0.0745
H 15.9060 19.7081 -7.6261 -0.2810 -0.3279 -0.1927 0.0825
H 14.1283 21.4306 -9.0521 -0.0838 0.2646 -0.0300 0.1059
```
Forces are in eV/Å.